ORCA calculation (ωB97M-V with the def2-TZVPD basis set) on 13 unconnected molecules or ions with the total composition C48H112F18N7O32S6.

Results
E_LUMO ... -2.63 eV
Relative energy (zero: lowest compared OMol25 entry of this formula, charge and spin) ... 109.4 kcal/mol
Gap between HOMO and LUMO ... 0.2512 hartree
Total charge ... +1
E_tot ... -8873.18565 Eh

Cartesian coordinates (Å):
C: -2.7345 1.7487 5.3439
O: -2.7957 0.7089 6.3342
C: -1.5252 0.2423 6.7991
C: -1.4233 0.6032 8.3386
N: -2.5790 0.0093 9.0980
H: -3.4673 0.3151 8.7272
H: -2.4114 -0.9811 8.9924
C: -2.5957 0.6558 10.5593
C: -3.6145 0.0090 11.5649
O: -3.6332 -1.4500 11.4569
C: -2.4045 -2.1823 11.7720
H: -2.2339 2.6373 5.7283
H: -3.7224 2.0958 5.0410
H: -2.3448 1.3574 4.4042
H: -0.7410 0.7294 6.2195
H: -1.2487 -0.8057 6.6839
H: -1.4723 1.6881 8.4324
H: -0.5410 0.2555 8.8761
H: -2.9286 1.6895 10.4650
H: -1.5710 0.6587 10.9306
H: -4.6543 0.2788 11.3803
H: -3.2644 0.2668 12.5645
H: -1.4762 -1.8717 11.2924
H: -2.4544 -3.2260 11.4617
H: -2.2467 -2.1862 12.8505
C: -4.9257 0.0438 -3.1037
O: -4.2616 -0.7903 -2.1376
C: -4.8051 -2.1095 -2.1165
C: -4.0974 -2.8178 -0.9829
N: -4.3940 -2.2293 0.4992
H: -3.6866 -2.4422 1.1878
H: -4.2507 -1.2296 0.4876
C: -5.6132 -2.7465 1.2610
C: -5.9795 -1.8500 2.4121
O: -4.7434 -1.7558 3.2068
C: -4.9454 -1.2047 4.4625
H: -4.6841 1.0728 -2.8373
H: -6.0140 0.0015 -3.0584
H: -4.5223 -0.1331 -4.1008
H: -4.5010 -2.5871 -3.0479
H: -5.8877 -2.1364 -1.9923
H: -3.0139 -2.8494 -1.0976
H: -4.3882 -3.8674 -0.9411
H: -5.2930 -3.7620 1.4940
H: -6.3852 -2.6737 0.4950
H: -6.7948 -2.3256 2.9573
H: -6.1597 -0.8259 2.0853
H: -4.4958 -1.7741 5.2760
H: -5.9965 -1.0435 4.7017
H: -4.5826 -0.1781 4.4100
C: 1.7067 -4.3980 4.8683
O: 2.9422 -4.3031 4.2164
C: 3.4133 -5.5727 3.8080
C: 2.7101 -6.0124 2.5761
N: 2.8918 -4.9963 1.4057
H: 2.3225 -4.1819 1.5867
H: 3.8641 -4.7399 1.3106
C: 2.3208 -5.6110 0.0580
C: 2.2461 -4.4635 -0.9552
O: 3.4472 -3.6186 -1.0038
C: 4.5228 -4.2852 -1.7335
H: 1.6120 -3.4504 5.3986
H: 1.8259 -5.0827 5.7081
H: 0.9018 -4.7213 4.2082
H: 3.3189 -6.2900 4.6233
H: 4.4755 -5.4196 3.6172
H: 1.6301 -6.1589 2.5564
H: 3.1383 -6.9101 2.1301
H: 1.3197 -6.0235 0.1842
H: 2.9668 -6.3586 -0.4023
H: 1.4925 -3.7595 -0.6022
H: 1.9349 -4.9140 -1.8977
H: 4.2236 -4.4162 -2.7734
H: 4.7583 -5.2970 -1.4037
H: 5.4311 -3.6828 -1.7505
C: -2.0978 1.6682 -5.2072
O: -2.2924 0.3712 -5.9536
C: -1.7770 -0.7420 -5.2634
C: -1.6639 -1.8716 -6.2008
N: -1.0238 -1.5589 -7.5619
H: -0.7609 -2.4271 -8.0060
H: -1.7627 -1.1112 -8.0851
C: 0.2132 -0.5598 -7.5847
C: 1.3620 -1.1310 -6.7964
O: 1.6555 -2.4413 -7.3737
C: 2.8027 -2.9872 -6.7019
H: -2.5119 2.5941 -5.6064
H: -1.0200 1.8308 -5.1957
H: -2.4928 1.5597 -4.1971
H: -2.3717 -0.9877 -4.3836
H: -0.7610 -0.4595 -4.9876
H: -2.6230 -2.2955 -6.4983
H: -1.0136 -2.5903 -5.7020
H: -0.1262 0.4271 -7.2705
H: 0.3948 -0.5530 -8.6595
H: 1.2393 -1.2287 -5.7177
H: 2.2105 -0.4562 -6.9094
H: 3.7018 -2.5298 -7.1149
H: 2.9345 -4.0375 -6.9620
H: 2.7732 -2.8929 -5.6164
C: 2.8151 1.8862 -5.4377
O: 2.3175 2.6213 -6.5100
C: 3.1642 3.6959 -6.9151
C: 2.3445 4.5919 -7.8443
N: 1.1202 5.1588 -7.1166
H: 0.4902 4.5361 -6.6313
H: 1.3191 5.7681 -6.3360
C: 0.3325 6.0338 -8.1718
C: -1.2010 5.8945 -7.8000
O: -1.3239 5.7688 -6.3877
C: -2.7154 5.9132 -6.0073
H: 3.7659 1.3781 -5.5989
H: 2.0693 1.1244 -5.2108
H: 2.8174 2.4860 -4.5276
H: 3.9070 3.2743 -7.5923
H: 3.6263 4.2713 -6.1128
H: 1.9933 4.0095 -8.6960
H: 2.9397 5.4050 -8.2599
H: 0.5099 5.5872 -9.1502
H: 0.6889 7.0574 -8.0567
H: -1.6242 5.0270 -8.3065
H: -1.7478 6.7060 -8.2803
H: -3.0797 6.9403 -6.0274
H: -2.9202 5.5389 -5.0042
H: -3.2879 5.2753 -6.6807
C: 3.8368 2.4321 -0.5362
O: 3.4076 1.4747 0.4168
C: 4.2801 0.3646 0.4828
C: 3.4618 -0.7013 1.1748
N: 3.0635 -0.2190 2.6039
H: 3.6872 0.5269 2.8771
H: 2.1390 0.1448 2.4221
C: 3.0492 -1.2523 3.7363
C: 2.4924 -0.6864 5.0924
O: 3.2717 0.4503 5.3721
C: 3.0440 1.0787 6.6619
H: 3.7359 2.1180 -1.5750
H: 4.8498 2.7982 -0.3694
H: 3.1928 3.3000 -0.6784
H: 5.1537 0.6002 1.0906
H: 4.6260 -0.1044 -0.4383
H: 3.8642 -1.7107 1.2600
H: 2.5550 -0.8582 0.5906
H: 4.0577 -1.6400 3.8796
H: 2.5116 -2.1366 3.3939
H: 2.5737 -1.4746 5.8408
H: 1.4629 -0.3501 4.9695
H: 2.0173 1.2269 6.9966
H: 3.3753 2.0876 6.4162
H: 3.6651 0.6108 7.4258
C: 2.2306 -0.8135 -2.5605
O: 0.9832 -0.2120 -2.5316
C: 0.0241 -0.8401 -1.6896
C: -1.1367 0.0564 -1.1477
N: -0.7639 0.8525 0.1195
H: -1.5966 1.3004 0.4746
H: -0.4170 0.2161 0.8228
C: 0.1433 2.0629 -0.0788
C: 0.5096 2.7501 1.2179
O: 0.8143 1.7756 2.2373
C: 0.9879 2.4181 3.4856
H: 2.8741 -0.2294 -3.2185
H: 2.1450 -1.8327 -2.9373
H: 2.8287 -0.7144 -1.6546
H: 0.4037 -1.4200 -0.8484
H: -0.3977 -1.6262 -2.3159
H: -2.0526 -0.4408 -0.8282
H: -1.4540 0.8450 -1.8300
H: -0.2967 2.8159 -0.7326
H: 1.0574 1.7285 -0.5694
H: -0.2491 3.4421 1.5832
H: 1.4212 3.3134 1.0182
H: 0.1521 3.0302 3.8245
H: 1.9273 2.9621 3.5840
H: 1.0268 1.7032 4.3075
C: -0.0998 5.8757 4.5330
F: -1.3493 5.4105 4.6415
F: 0.4619 5.3817 3.4550
F: -0.1409 7.2286 4.4773
S: 0.9421 5.3520 6.0117
O: 0.2226 6.0452 7.1087
O: 0.8615 3.8927 6.1214
O: 2.2968 5.8415 5.8089
C: -0.2179 6.2444 -2.0129
F: 0.6951 7.0644 -1.5899
F: -0.8374 5.6213 -1.0354
F: -1.1540 7.0696 -2.5659
S: 0.6082 5.0009 -3.2605
O: 1.6632 4.2251 -2.5693
O: -0.4654 4.1538 -3.7516
O: 1.1425 5.8146 -4.3734
C: -1.3387 -2.0667 3.6516
F: -0.3851 -2.2442 4.6250
F: -2.2945 -3.0216 3.8634
F: -1.8719 -0.8536 3.6983
S: -0.4991 -2.4653 1.9409
O: 0.2154 -1.2722 1.5742
O: 0.4875 -3.5429 2.1690
O: -1.5914 -2.7798 1.0135
C: -0.8622 -5.1696 -2.7113
F: -0.6764 -6.2269 -1.8749
F: -0.9181 -4.0041 -2.0651
F: 0.1364 -5.1142 -3.6388
S: -2.4206 -5.4248 -3.7330
O: -3.5159 -5.1579 -2.8174
O: -2.4673 -4.4013 -4.7534
O: -2.2914 -6.7772 -4.2487
C: 7.4107 -1.4343 -4.1506
F: 8.4854 -0.7295 -4.1165
F: 7.5186 -2.5715 -4.8077
F: 7.2187 -1.6907 -2.8362
S: 5.8850 -0.4272 -4.7206
O: 4.7442 -1.3343 -4.4949
O: 5.9155 0.7909 -3.9017
O: 6.1166 -0.0789 -6.0922
C: -4.0300 2.9626 1.9985
F: -2.7459 3.1849 2.4240
F: -4.7907 2.5464 3.0498
F: -4.5474 4.0658 1.6044
S: -4.0893 1.6774 0.4948
O: -3.3195 2.2967 -0.5670
O: -3.3881 0.4701 1.0719
O: -5.4797 1.4430 0.1604

Atoms 1-6, force components in eV/Å:
-0.2 0.2 -0.4
0.3 -1.0 0.6
0.1 1.2 1.0
-0.2 0.7 -1.4
0.7 2.2 1.6
-0.3 -0.4 -0.9

=====

ORCA calculation (ωB97M-V with the def2-TZVPD basis set) on 14 unconnected molecules or ions with the total composition C48H112O42S8.

Results
E_LUMO ... 0.09 eV
Gap between HOMO and LUMO ... 0.3647 hartree
Total charge ... 0
E_tot ... -8241.43620 Eh

Cartesian coordinates (Å):
C: 6.4383 2.3279 -2.2235
C: 5.0829 2.9219 -1.7886
O: 5.2459 3.3557 -0.4424
C: 4.2148 4.0024 0.1941
O: 3.0393 4.1447 -0.2647
O: 4.7553 4.5967 1.3122
C: 3.9739 5.5444 1.9741
H: 6.8478 1.7320 -1.4078
H: 7.0560 3.2217 -2.3116
H: 6.3811 1.7916 -3.1706
H: 4.2616 2.2054 -1.7987
H: 4.6653 3.7473 -2.3652
H: 4.5529 6.1982 2.6263
H: 3.2762 5.0732 2.6665
H: 3.4710 6.1625 1.2304
C: -4.4069 -0.5185 3.8426
C: -3.1534 -1.2088 3.3366
O: -2.3422 -1.6537 4.3846
C: -1.6502 -2.7243 4.1653
O: -1.5600 -3.2797 3.0822
O: -1.3351 -3.2297 5.3024
C: -0.4696 -4.2940 5.5005
H: -4.1822 0.4850 4.2039
H: -4.8808 -1.1842 4.5639
H: -5.0606 -0.4640 2.9721
H: -2.6407 -0.5844 2.6049
H: -3.5283 -2.0626 2.7723
H: -0.4122 -4.4379 6.5794
H: 0.5737 -4.1518 5.2184
H: -0.7928 -5.1646 4.9298
C: -10.4620 -3.9635 -0.7622
C: -9.4854 -2.9093 -0.7435
O: -8.1670 -3.4835 -0.6428
C: -7.1591 -2.6117 -0.4792
O: -7.2038 -1.3887 -0.6035
O: -6.0917 -3.4222 -0.0867
C: -5.1283 -2.8931 0.7282
H: -10.1566 -4.6799 0.0004
H: -10.4386 -4.4896 -1.7166
H: -11.4328 -3.5593 -0.4755
H: -9.5272 -2.3019 0.1606
H: -9.5547 -2.3081 -1.6501
H: -4.0757 -3.0281 0.4796
H: -5.1712 -3.5398 1.6046
H: -5.3234 -1.8838 1.0905
C: 0.4321 -0.0914 3.0595
C: 1.2251 1.0068 2.3491
O: 1.6573 2.0735 3.2040
C: 2.5038 1.8773 4.2033
O: 3.0405 0.8636 4.5642
O: 2.7903 3.0965 4.6703
C: 3.6323 3.2887 5.7950
H: 1.1210 -0.6475 3.6953
H: 0.2166 -0.7874 2.2487
H: -0.5382 0.1932 3.4665
H: 0.5684 1.4320 1.5901
H: 2.0724 0.5711 1.8197
H: 4.5647 2.7242 5.8015
H: 3.0712 3.0278 6.6923
H: 3.7160 4.3642 5.9515
C: -1.6906 -6.5648 1.8578
C: -0.4993 -5.8123 1.3341
O: 0.5737 -6.6889 1.0062
C: 1.6567 -6.8852 1.7209
O: 1.8822 -6.4909 2.8830
O: 2.4100 -7.6738 1.0893
C: 3.6941 -8.0624 1.5535
H: -2.5630 -5.9116 1.8380
H: -1.4530 -7.1448 2.7496
H: -2.0529 -7.3011 1.1404
H: -0.2919 -5.0509 2.0860
H: -0.6414 -5.1033 0.5185
H: 4.5445 -7.4545 1.2448
H: 3.8684 -9.0156 1.0543
H: 3.7062 -8.2595 2.6254
C: -3.2508 -5.2807 -1.4845
C: -2.0218 -5.0894 -2.3644
O: -1.0586 -6.1282 -2.3430
C: -1.3808 -7.2010 -3.0779
O: -2.5262 -7.5627 -3.1910
O: -0.2927 -7.6821 -3.5977
C: -0.3155 -8.8986 -4.4215
H: -3.1075 -5.7366 -0.5049
H: -3.9422 -5.9256 -2.0270
H: -3.7410 -4.3596 -1.1693
H: -1.4842 -4.2301 -1.9637
H: -2.3862 -4.7735 -3.3419
H: 0.6811 -9.0182 -4.8464
H: -1.1123 -8.8699 -5.1648
H: -0.6578 -9.7386 -3.8170
O: -0.7357 5.6606 -1.8311
S: -0.5217 6.6124 -2.8758
O: -1.6286 7.4137 -3.4137
O: 0.7115 7.5635 -2.4721
C: 1.8600 6.9337 -1.8496
C: 2.9677 7.8535 -2.1745
C: 0.2200 5.7381 -4.3188
H: 2.1182 5.9583 -2.2620
H: 1.7096 6.9368 -0.7700
H: 2.8297 8.8428 -1.7382
H: 2.9918 7.9313 -3.2615
H: 3.9791 7.5248 -1.9357
H: 0.8478 6.4203 -4.8920
H: -0.7084 5.4621 -4.8187
H: 0.6756 4.8270 -3.9311
O: 2.9238 -4.0155 -2.9284
S: 1.7342 -3.6488 -3.6636
O: 0.4288 -3.4336 -3.0488
O: 2.0693 -2.3490 -4.6611
C: 0.9021 -1.7454 -5.2856
C: 1.3607 -0.4719 -6.0245
C: 1.4416 -5.0880 -4.8292
H: 0.1703 -1.3528 -4.5796
H: 0.4602 -2.4501 -5.9900
H: 1.8445 0.1748 -5.2925
H: 0.5089 0.0613 -6.4467
H: 2.0757 -0.7818 -6.7867
H: 2.1278 -5.0725 -5.6759
H: 0.3989 -5.0981 -5.1466
H: 1.6553 -5.9728 -4.2296
O: -4.7221 2.4636 -4.3371
S: -3.3491 2.0845 -4.5774
O: -2.2169 3.0854 -4.6409
O: -2.8298 0.8611 -3.5090
C: -3.7786 -0.0084 -2.8683
C: -3.5089 -1.3365 -3.4981
C: -3.2695 1.0732 -6.0947
H: -4.8328 0.2071 -3.0423
H: -3.6591 0.0173 -1.7852
H: -4.2669 -2.0420 -3.1578
H: -2.4777 -1.5888 -3.2509
H: -3.6046 -1.2673 -4.5817
H: -4.0812 0.3459 -6.1106
H: -2.2498 0.6908 -6.1401
H: -3.2377 1.7581 -6.9420
O: -3.9736 0.5324 0.9782
S: -3.3247 1.8343 0.8832
O: -1.8429 2.0265 1.0460
O: -3.7595 2.5654 -0.5483
C: -3.1767 3.7687 -0.9506
C: -4.2267 4.7309 -1.4478
C: -4.2126 2.9246 2.0259
H: -2.5083 3.5267 -1.7769
H: -2.6066 4.2322 -0.1455
H: -4.8037 4.3028 -2.2675
H: -3.7849 5.5334 -2.0385
H: -4.9868 5.0382 -0.7295
H: -5.2304 3.0798 1.6681
H: -3.7641 3.9180 2.0358
H: -4.2110 2.5653 3.0549
O: 4.8059 -2.5536 0.3648
S: 3.9290 -3.6266 0.9026
O: 4.2563 -5.0428 0.8108
O: 3.6139 -3.1098 2.4286
C: 4.6547 -3.4805 3.3965
C: 4.2838 -2.8425 4.8176
C: 2.1305 -3.3110 0.4011
H: 5.6438 -3.0317 3.3056
H: 4.7888 -4.5557 3.2781
H: 3.2669 -3.1263 5.0885
H: 4.4194 -1.7747 4.6457
H: 4.8983 -3.1968 5.6452
H: 1.4842 -3.6423 1.2139
H: 1.9922 -3.8345 -0.5450
H: 2.2149 -2.2275 0.3181
O: 2.9416 0.9860 -0.2253
S: 1.8221 0.7479 -1.1174
O: 2.0610 0.0688 -2.4156
O: 0.7020 -0.1860 -0.3127
C: -0.2616 -0.7590 -1.0713
C: -1.0770 -1.7212 -0.1641
C: 0.8628 2.2938 -1.3727
H: 0.1878 -1.4025 -1.8277
H: -0.8579 -0.0255 -1.6138
H: -0.3811 -2.5045 0.1365
H: -1.9389 -2.1575 -0.6690
H: -1.3926 -1.2637 0.7735
H: 1.4898 2.9604 -1.9648
H: 0.7580 2.7293 -0.3789
H: -0.1152 2.1041 -1.8150
O: 7.7687 -0.4930 1.1479
S: 6.9471 0.2483 2.1189
O: 6.7424 -0.2821 3.4653
O: 7.5873 1.8336 2.1762
C: 7.2047 2.7765 3.1766
C: 7.4825 4.1462 2.6300
C: 5.4058 0.6758 1.2483
H: 7.7235 2.5653 4.1116
H: 6.1191 2.7352 3.2651
H: 8.4964 4.4547 2.8849
H: 6.8443 4.9155 3.0649
H: 7.3830 4.1603 1.5447
H: 4.7616 -0.1949 1.3706
H: 5.6446 0.8169 0.1942
H: 5.0371 1.5772 1.7379
O: -3.4819 7.8403 0.5628
S: -3.3973 7.2705 1.9343
O: -4.5509 6.5420 2.5312
O: -2.0722 6.2221 1.9352
C: -0.8141 6.6958 1.3996
C: -0.0605 5.4294 1.1933
C: -2.7277 8.5511 3.0564
H: -0.3227 7.3342 2.1338
H: -0.9500 7.2948 0.4991
H: 0.4601 5.2900 2.1408
H: 0.7574 5.5444 0.4821
H: -0.6306 4.5281 0.9681
H: -2.3485 8.2074 4.0188
H: -3.6741 9.0409 3.2858
H: -2.1036 9.2327 2.4784

Atoms 1-6, force components in eV/Å:
-0.8 1.5 0.4
-1.1 -1.1 -0.2
-1.1 1.4 2.0
-1.4 0.8 -2.0
4.3 -0.4 1.9
0.0 -1.7 -1.7

=====

Q: Among the records above, which one has the highest E_LUMO?
A: C48H112O42S8

=====

Q: Look up the total charge of the first one.
A: +1

=====

Q: The highest gap between HOMO and LUMO belongs to which entry?
A: C48H112O42S8